139
Properties=species:S:1:pos:R:3:lowdin_charge:R:1 method="wB97M-V/def2-TZVPD" spin_multiplicity=1 e_tot_ev=-135633.418 smiles="C#Cc1c(OC[C@H](C)O)c(B(O)OCC)c(CCC(F)(F)C(F)(F)C(F)(F)C(F)(F)F)c2c1C(=O)N(N=C=S)C2=O.NC(N)=O.NC(N)=O.NC(N)=O.NC(N)=O.NC(N)=O.NC(N)=O.NC(N)=O.NC(N)=O.NC(N)=O.NC(N)=O"
C 0.207 6.206 1.490 0.119
C -0.099 5.247 0.624 -0.039
C -0.597 3.816 0.076 -0.024
C -2.094 3.498 -0.338 -0.111
O -3.055 4.560 -0.250 -0.105
C -2.875 5.554 -1.297 -0.122
C -3.160 5.018 -2.796 -0.322
C -1.860 4.435 -3.558 -0.045
O -3.600 6.195 -3.583 -0.115
C -2.503 2.028 -0.831 0.101
B -4.090 1.825 -1.176 -0.476
O -4.970 1.608 -0.011 0.064
O -4.681 1.888 -2.489 -0.020
C -5.722 0.884 -2.687 -0.215
C -7.212 1.389 -2.244 -0.079
C -1.451 0.851 -0.942 -0.020
C -1.834 -0.669 -1.411 -0.110
C -1.434 -0.850 -2.970 -0.051
C -2.238 -1.997 -3.751 -0.238
F -3.637 -1.977 -3.317 0.022
F -2.306 -1.540 -5.144 0.021
C -1.581 -3.452 -3.802 -0.169
F -0.749 -3.511 -4.999 0.064
F -2.616 -4.453 -4.021 0.071
C -0.700 -3.945 -2.567 -0.136
F 0.523 -3.181 -2.347 0.047
F -0.204 -5.270 -2.941 0.055
C -1.471 -4.166 -1.165 -0.240
F -0.597 -3.727 -0.095 0.075
F -1.621 -5.598 -0.943 0.063
F -2.784 -3.624 -1.092 0.104
C 0.033 1.194 -0.530 0.045
C 0.437 2.640 -0.028 0.045
C 2.002 2.562 0.333 -0.288
O 2.789 3.546 0.458 0.065
N 2.206 1.103 0.456 -0.060
N 3.494 0.634 0.720 0.044
C 4.320 0.892 -0.308 -0.534
S 5.504 1.706 -1.186 0.709
C 1.357 0.295 -0.465 -0.244
O 1.662 -0.787 -1.048 0.044
H 0.470 7.122 2.158 0.049
H -3.610 6.445 -1.129 0.135
H -1.819 6.040 -1.315 0.137
H -4.064 4.308 -2.771 0.142
H -1.276 5.262 -4.115 0.096
H -1.157 3.809 -2.898 0.076
H -2.252 3.711 -4.387 0.102
H -3.264 6.019 -4.505 0.097
H -4.796 0.718 0.382 0.117
H -5.788 0.713 -3.839 0.139
H -5.449 -0.085 -2.113 0.120
H -8.049 0.887 -2.861 0.081
H -7.302 2.539 -2.189 0.096
H -7.364 1.006 -1.151 0.077
H -2.941 -0.858 -1.174 0.115
H -1.220 -1.357 -0.714 0.111
H -1.729 0.156 -3.485 0.157
H -0.275 -0.904 -3.102 0.128
N 3.565 -1.977 3.802 0.164
C 4.143 -3.102 3.325 -0.703
N 4.586 -3.011 2.049 0.159
O 4.258 -4.121 3.992 0.007
H 3.462 -1.130 3.270 0.078
H 3.222 -2.003 4.750 0.107
H 5.024 -3.829 1.654 0.102
H 4.501 -2.183 1.485 0.077
N -2.673 2.413 4.665 0.149
C -2.528 2.639 3.337 -0.687
N -3.677 2.934 2.686 0.178
O -1.444 2.580 2.774 0.023
H -3.553 2.457 5.147 0.094
H -1.840 2.190 5.187 0.105
H -3.612 3.108 1.695 0.069
H -4.575 2.987 3.132 0.103
N 4.410 -3.156 -1.901 0.154
C 4.922 -4.333 -2.333 -0.714
N 4.000 -5.290 -2.586 0.162
O 6.120 -4.515 -2.481 0.023
H 3.427 -2.986 -1.772 0.075
H 5.064 -2.416 -1.700 0.099
H 4.341 -6.182 -2.910 0.109
H 3.011 -5.160 -2.470 0.086
N -2.827 9.037 2.918 0.161
C -1.510 9.318 2.796 -0.672
N -1.224 10.632 2.649 0.156
O -0.646 8.453 2.819 -0.021
H -3.552 9.732 2.902 0.098
H -3.081 8.067 3.030 0.114
H -0.252 10.882 2.555 0.113
H -1.918 11.357 2.628 0.098
N 4.899 -7.220 2.881 0.167
C 5.249 -7.889 1.760 -0.710
N 4.682 -7.420 0.620 0.146
O 6.017 -8.841 1.770 0.005
H 4.270 -6.436 2.892 0.072
H 5.301 -7.538 3.753 0.058
H 4.918 -7.892 -0.239 0.098
H 4.050 -6.640 0.590 0.083
N 1.773 -0.628 -5.391 0.162
C 1.653 0.622 -5.896 -0.706
N 2.822 1.199 -6.260 0.150
O 0.575 1.185 -6.013 0.016
H 2.649 -1.108 -5.285 0.100
H 0.924 -1.092 -5.108 0.082
H 2.775 2.131 -6.640 0.108
H 3.718 0.753 -6.171 0.096
N 2.221 -10.245 -0.889 0.155
C 1.610 -9.171 -1.441 -0.712
N 0.518 -8.735 -0.770 0.153
O 2.013 -8.636 -2.463 0.006
H 1.906 -10.698 -0.050 0.097
H 3.039 -10.601 -1.360 0.111
H 0.035 -7.935 -1.149 0.091
H 0.171 -9.159 0.071 0.096
N -6.051 7.671 -1.759 0.157
C -7.036 7.350 -0.887 -0.708
N -7.502 8.388 -0.153 0.142
O -7.469 6.214 -0.772 0.021
H -5.681 8.598 -1.868 0.099
H -5.676 6.925 -2.326 0.084
H -8.237 8.189 0.508 0.106
H -7.159 9.329 -0.232 0.091
N 5.023 -7.145 7.333 0.155
C 5.945 -7.779 6.571 -0.681
N 6.511 -8.863 7.151 0.151
O 6.242 -7.402 5.449 0.024
H 4.764 -7.439 8.258 0.094
H 4.578 -6.332 6.935 0.112
H 7.203 -9.362 6.614 0.112
H 6.280 -9.189 8.073 0.093
N 2.522 3.181 5.667 0.147
C 2.888 2.508 4.550 -0.698
N 2.325 2.958 3.407 0.180
O 3.666 1.565 4.569 0.011
H 1.885 3.957 5.669 0.094
H 2.922 2.873 6.540 0.105
H 2.575 2.481 2.557 0.056
H 1.682 3.729 3.362 0.098

=====

104
Properties=species:S:1:pos:R:3:lowdin_spin:R:1 method="wB97M-V/def2-TZVPD" relative_energy_kcal_mol=9.79 spin_multiplicity=2 s_squared=0.76
Ru -0.261 -0.018 -0.476 0.733
C -1.836 -3.512 -2.257 0.001
C -1.098 -3.533 -0.910 0.021
C 0.390 -3.587 -1.236 0.005
C -1.445 -4.790 -0.105 0.005
P -1.471 -1.955 0.036 0.033
C -0.964 -2.351 1.768 0.001
N -0.800 -1.056 2.362 -0.004
B -0.437 0.056 1.546 -0.013
N -0.621 1.213 2.367 -0.003
C -0.500 2.554 1.863 0.002
P -0.738 2.394 0.029 0.048
C -2.363 3.248 -0.308 0.005
C -3.453 2.329 0.238 0.000
C -2.557 3.362 -1.827 0.000
C -2.545 4.616 0.354 0.003
C 0.683 3.390 -0.675 0.018
C 0.557 4.906 -0.521 0.005
C 1.953 2.948 0.047 0.001
C 0.817 3.039 -2.166 0.005
C -1.098 0.809 3.619 0.000
C -1.450 1.543 4.731 0.000
C -1.933 0.855 5.849 0.000
C -2.040 -0.527 5.845 0.000
C -1.667 -1.275 4.724 0.000
C -1.204 -0.597 3.618 0.000
C -3.328 -1.749 0.175 -0.006
C -3.866 -1.063 -1.089 0.000
C -3.620 -0.870 1.396 -0.001
C -4.078 -3.066 0.377 -0.001
H -1.487 -4.354 -2.861 0.000
H -2.916 -3.610 -2.149 0.000
H -1.630 -2.597 -2.815 0.000
H 0.569 -4.479 -1.844 0.000
H 0.709 -2.724 -1.808 0.002
H 1.019 -3.648 -0.347 0.000
H -1.121 -5.658 -0.687 0.001
H -0.917 -4.827 0.848 0.000
H -2.507 -4.905 0.087 0.000
H -1.701 -2.963 2.293 0.000
H -0.024 -2.912 1.733 0.000
H -1.238 3.207 2.330 0.000
H 0.483 2.983 2.052 0.000
H -3.450 1.369 -0.266 0.000
H -3.348 2.156 1.312 0.000
H -4.427 2.798 0.070 0.000
H -2.333 2.422 -2.338 0.000
H -3.600 3.617 -2.032 0.000
H -1.935 4.146 -2.260 0.000
H -2.495 4.570 1.441 0.000
H -1.839 5.363 0.011 0.000
H -3.548 4.970 0.098 0.000
H 0.349 5.202 0.509 0.000
H 1.508 5.363 -0.807 0.001
H -0.211 5.328 -1.169 0.000
H 2.094 3.478 0.989 0.000
H 1.988 1.885 0.260 0.000
H 2.807 3.180 -0.587 0.000
H -0.051 3.332 -2.754 0.000
H 1.691 3.555 -2.574 0.000
H 0.965 1.969 -2.320 0.002
H -1.347 2.621 4.745 0.000
H -2.219 1.412 6.732 0.000
H -2.410 -1.038 6.725 0.000
H -1.734 -2.357 4.730 0.000
H -3.351 -0.135 -1.308 0.000
H -3.774 -1.691 -1.975 0.000
H -4.928 -0.847 -0.937 0.000
H -3.025 0.034 1.418 0.000
H -4.675 -0.582 1.358 0.000
H -3.453 -1.401 2.333 0.000
H -4.040 -3.715 -0.495 0.000
H -3.717 -3.620 1.245 0.000
H -5.130 -2.826 0.561 0.000
C 3.981 0.760 -2.542 0.000
C 4.652 1.490 -1.401 0.000
C 6.147 1.252 -1.330 0.000
O 4.071 1.223 -0.080 0.011
P 3.576 -0.132 0.570 0.019
S 3.418 -0.003 2.455 0.008
S 1.823 -0.812 -0.327 0.070
O 4.653 -1.123 -0.038 -0.002
C 4.761 -2.583 -0.062 0.001
C 4.241 -3.117 -1.379 0.002
C 4.140 -3.235 1.155 0.001
H 4.419 1.095 -3.483 0.000
H 2.912 0.955 -2.578 0.000
H 4.123 -0.316 -2.476 0.000
H 4.473 2.560 -1.516 0.000
H 6.363 0.188 -1.244 0.000
H 6.578 1.766 -0.472 0.000
H 6.617 1.632 -2.240 0.000
H 5.840 -2.734 -0.030 0.000
H 3.169 -2.958 -1.473 0.002
H 4.440 -4.189 -1.435 0.000
H 4.733 -2.634 -2.222 0.000
H 3.062 -3.077 1.185 0.001
H 4.562 -2.842 2.078 0.000
H 4.334 -4.309 1.102 0.000
N -1.195 0.073 -2.369 0.016
C -0.745 -0.155 -3.432 0.005
N -0.369 -0.414 -4.612 0.001
C 0.800 -0.032 -5.110 0.000
N 1.793 0.287 -5.608 0.000

=====

118
Properties=species:S:1:pos:R:3:lowdin_charge:R:1 method="wB97M-V/def2-TZVPD" spin_multiplicity=1 total_charge=+1 e_tot_ev=-118492.521
C -4.106 -2.343 -3.702 -0.062
C -3.157 -2.099 -2.396 -0.355
O -2.144 -3.164 -2.452 -0.108
C -3.997 -2.148 -1.015 -0.171
N -3.268 -1.556 0.144 -0.094
C -3.792 -0.215 0.528 -0.178
C -2.680 0.558 1.440 -0.134
O -2.012 1.618 0.675 -0.130
C -0.991 1.008 -0.120 -0.216
C -0.674 1.685 -1.580 -0.235
C -1.295 3.134 -1.876 -0.085
C -0.597 4.343 -1.087 -0.060
C -1.480 5.013 0.070 -0.309
F -1.054 4.362 1.292 0.003
F -2.870 4.763 -0.008 0.071
C -1.060 6.545 0.246 -0.316
F -1.287 6.876 1.627 0.055
F 0.336 6.727 0.045 0.068
S -1.985 7.804 -0.769 1.001
F -3.423 7.578 0.031 -0.146
F -2.355 6.748 -2.003 -0.168
F -0.544 8.150 -1.602 -0.194
F -1.539 8.987 0.357 -0.172
F -2.730 9.011 -1.647 -0.154
N 0.727 1.329 -2.019 -0.376
S 0.461 0.120 -3.323 0.953
C 1.621 2.354 -2.709 -0.202
N 2.479 1.616 -3.714 -0.061
C 1.263 0.453 -0.916 -0.256
C 2.814 0.048 -0.863 -0.105
C 3.079 -1.508 -1.256 -0.071
C 3.462 -2.396 0.051 -0.351
O 4.502 -2.034 0.661 0.038
N 2.642 -3.573 0.425 0.081
C 1.850 -3.329 1.651 -0.218
C 0.488 -4.096 1.837 -0.027
C -0.448 -3.885 3.066 -0.062
C -0.052 -2.903 4.209 -0.067
C 1.324 -2.168 4.059 -0.049
C 2.241 -2.367 2.805 -0.028
C 0.487 0.771 0.493 -0.361
F 0.460 -0.553 1.094 -0.055
P 1.238 2.050 1.686 0.965
N 2.796 2.666 1.133 -0.173
O 1.584 1.129 3.113 -0.302
H -4.068 -1.443 -4.408 0.073
H -3.752 -3.251 -4.318 0.087
H -5.195 -2.564 -3.417 0.081
H -2.609 -1.090 -2.506 0.111
H -1.691 -3.100 -3.326 0.086
H -4.140 -3.268 -0.782 0.144
H -5.014 -1.649 -1.176 0.124
H -3.253 -2.194 0.955 0.119
H -3.964 0.471 -0.388 0.138
H -4.731 -0.286 1.183 0.123
H -3.157 1.052 2.355 0.136
H -1.941 -0.250 1.794 0.132
H -1.270 -0.066 -0.457 0.154
H -1.316 1.019 -2.272 0.087
H -2.424 3.050 -1.754 0.139
H -1.115 3.335 -3.003 0.125
H 0.359 3.929 -0.583 0.119
H -0.272 5.157 -1.817 0.128
H -0.301 0.748 -4.328 -0.023
H 2.379 2.862 -2.007 0.139
H 1.070 3.143 -3.316 0.143
H 2.303 2.073 -4.629 0.049
H 3.479 1.750 -3.503 0.091
H 0.772 -0.566 -1.177 0.108
H 3.516 0.742 -1.439 0.109
H 3.143 0.128 0.244 0.115
H 2.219 -1.979 -1.841 0.100
H 3.997 -1.538 -1.944 0.130
H 1.935 -3.624 -0.340 0.118
H 0.123 -4.854 1.059 0.098
H -1.455 -4.427 3.188 0.092
H -0.731 -2.732 5.108 0.069
H 1.607 -1.477 4.930 0.091
H 3.207 -1.769 2.780 0.087
H 2.800 2.858 0.123 0.004
H 3.590 2.080 1.432 0.047
H 1.231 1.612 3.900 0.066
C 1.873 -7.769 3.314 -0.339
O 0.953 -7.207 2.748 0.000
N 3.156 -7.311 3.380 -0.200
C 4.196 -8.042 4.074 -0.063
C 3.490 -6.054 2.736 -0.046
H 1.730 -8.729 3.835 0.130
H 4.600 -7.414 4.872 0.089
H 4.990 -8.290 3.365 0.089
H 3.804 -8.963 4.508 0.083
H 2.879 -5.258 3.167 0.075
H 3.266 -6.129 1.669 0.087
H 4.547 -5.822 2.874 0.092
C -2.146 -0.644 5.946 -0.328
O -0.973 -0.775 5.640 -0.029
N -2.606 -0.337 7.190 -0.200
C -4.020 -0.199 7.474 -0.058
C -1.652 -0.142 8.265 -0.039
H -2.954 -0.771 5.206 0.133
H -4.213 0.812 7.842 0.092
H -4.303 -0.928 8.238 0.093
H -4.617 -0.372 6.577 0.084
H -0.975 0.674 8.001 0.093
H -1.065 -1.055 8.394 0.096
H -2.168 0.096 9.196 0.090
C 2.411 3.394 -7.408 -0.321
O 2.070 3.573 -6.248 -0.022
N 1.792 2.564 -8.291 -0.197
C 2.260 2.406 -9.654 -0.048
C 0.629 1.815 -7.857 -0.043
H 3.281 3.912 -7.841 0.140
H 1.462 2.700 -10.340 0.096
H 2.520 1.358 -9.822 0.095
H 3.138 3.026 -9.840 0.090
H -0.145 2.513 -7.529 0.095
H 0.907 1.178 -7.012 0.079
H 0.245 1.198 -8.670 0.094

=====

116
Properties=species:S:1:pos:R:3:lowdin_charge:R:1 method="wB97M-V/def2-TZVPD" spin_multiplicity=1 e_tot_ev=-114388.592
C -0.388 0.026 5.664 0.006
C -1.400 -1.065 5.332 -0.542
O -1.402 -2.065 5.964 0.097
N -2.331 -0.880 4.271 0.043
C -1.739 -1.501 3.058 -0.226
C -2.474 -1.127 1.783 -0.174
C -1.664 -1.672 0.573 -0.194
C -0.784 -0.532 0.008 -0.174
C 0.269 -1.049 -0.987 -0.320
O 0.437 -0.018 -1.951 -0.163
C 0.610 -0.531 -3.269 -0.194
C -0.724 -0.580 -4.044 -0.105
C -1.656 0.576 -3.732 -0.177
O -1.444 1.695 -4.608 -0.102
C -0.622 2.677 -4.060 -0.109
C -1.410 3.771 -3.343 -0.435
F -2.230 3.302 -2.407 0.163
F -2.201 4.359 -4.269 0.129
C -0.516 4.905 -2.795 -0.387
F 0.412 5.205 -3.720 0.140
F -1.225 6.001 -2.638 0.188
C 0.213 4.576 -1.455 -0.417
F -0.403 5.203 -0.476 0.189
F 0.223 3.274 -1.210 0.158
C 1.690 5.021 -1.484 -0.335
F 2.311 4.585 -0.385 0.104
F 1.731 6.340 -1.530 0.141
C 1.699 -1.370 -0.356 -0.571
S 1.557 -1.689 1.458 0.810
N 2.635 -0.259 -0.739 -0.337
P 3.050 0.690 0.763 0.826
O 4.280 1.727 0.404 -0.269
O 1.743 1.679 1.038 -0.259
S 4.087 -0.795 -1.361 0.537
C 3.865 -2.098 -2.576 -0.105
O 5.003 -1.210 -0.341 -0.326
O 4.657 0.312 -2.075 -0.325
H 0.595 -0.436 5.668 0.085
H -0.628 0.520 6.600 0.082
H -0.379 0.790 4.882 0.072
H -2.320 0.122 4.079 0.105
H -0.695 -1.187 2.935 0.072
H -1.725 -2.595 3.124 0.097
H -3.505 -1.470 1.764 0.104
H -2.483 -0.039 1.661 0.110
H -2.413 -1.863 -0.197 0.110
H -1.093 -2.562 0.824 0.091
H -1.463 0.081 -0.583 0.115
H -0.384 0.123 0.785 0.094
H -0.155 -1.935 -1.464 0.147
H 1.375 0.076 -3.758 0.129
H 0.990 -1.556 -3.207 0.103
H -1.229 -1.496 -3.733 0.118
H -0.483 -0.611 -5.104 0.122
H -1.601 0.921 -2.702 0.108
H -2.678 0.234 -3.893 0.117
H 0.155 2.281 -3.398 0.133
H -0.113 3.169 -4.890 0.146
H 2.224 4.584 -2.324 0.172
H 2.020 -2.325 -0.755 0.079
H 2.294 -2.813 1.573 -0.100
H 4.105 2.258 -0.394 0.060
H 2.141 2.504 1.368 0.040
H 2.856 -2.489 -2.622 0.040
H 4.490 -2.921 -2.235 0.071
H 4.242 -1.778 -3.538 0.074
C -6.532 -3.635 0.928 -0.024
C -6.750 -2.324 0.211 -0.507
O -5.845 -1.759 -0.356 0.063
C -8.147 -1.752 0.235 -0.025
H -5.488 -3.929 0.833 0.075
H -6.771 -3.526 1.987 0.087
H -7.159 -4.411 0.487 0.084
H -8.455 -1.562 1.265 0.085
H -8.844 -2.447 -0.235 0.084
H -8.161 -0.813 -0.315 0.081
C -3.897 -6.643 3.161 -0.023
C -2.912 -5.605 3.644 -0.490
O -2.612 -4.654 2.961 0.062
C -2.318 -5.803 5.016 -0.013
H -4.243 -6.377 2.164 0.073
H -3.416 -7.622 3.118 0.084
H -4.755 -6.685 3.833 0.085
H -1.769 -6.746 5.052 0.085
H -3.109 -5.808 5.767 0.089
H -1.633 -4.986 5.234 0.077
C 8.519 -0.050 3.664 -0.029
C 7.077 -0.442 3.434 -0.505
O 6.293 -0.515 4.354 0.058
C 6.663 -0.734 2.015 -0.038
H 8.680 0.132 4.725 0.078
H 9.180 -0.855 3.339 0.082
H 8.750 0.862 3.110 0.082
H 7.247 -1.568 1.620 0.090
H 6.814 0.149 1.391 0.087
H 5.611 -1.001 1.991 0.056
C -4.218 1.452 -6.454 -0.013
C -3.392 0.777 -7.521 -0.497
O -2.509 -0.001 -7.240 0.068
C -3.716 1.116 -8.956 -0.025
H -3.879 1.121 -5.477 0.057
H -4.099 2.535 -6.517 0.091
H -5.269 1.185 -6.573 0.088
H -3.577 2.184 -9.128 0.085
H -4.747 0.838 -9.181 0.084
H -3.050 0.563 -9.616 0.080
C 4.777 3.302 4.607 -0.015
C 4.024 4.234 3.691 -0.506
O 2.813 4.248 3.659 0.057
C 4.842 5.149 2.813 -0.022
H 4.069 2.705 5.177 0.084
H 5.409 2.631 4.022 0.080
H 5.392 3.876 5.301 0.087
H 5.477 4.558 2.149 0.083
H 5.461 5.804 3.428 0.084
H 4.175 5.761 2.208 0.078

=====

| no. | molecular weight (g/mol) |
| --- | --- |
| 1 | 1220.815 |
| 2 | 813.787 |
| 3 | 951.953 |
| 4 | 910.918 |